Entry 1:
{"formula": "C4H3N3O", "method": "ωB97M-V with the def2-TZVPD basis set", "max_force_ev_per_a": 5.9, "multiplicity": 1, "relative_energy_ev": 3.707, "energy_ha": -393.58317, "smiles": "[H]/N=C1\\C=NC(=O)C=N1", "lumo_energy_ha": -0.0501, "mol_weight_g_mol": 109.09, "elements": ["H", "N", "C", "C", "N", "C", "O", "C", "N", "H", "H"], "xyz": [[-2.968, 0.771, 0.247], [-2.315, -0.182, 0.080], [-1.063, -0.118, 0.335], [-0.179, 1.201, 0.095], [1.075, 1.293, -0.263], [1.580, 0.034, -0.041], [2.718, -0.168, 0.358], [0.803, -1.379, -0.044], [-0.414, -1.443, -0.110], [-0.788, 2.239, -0.182], [1.552, -2.247, -0.474]]}

=====

Entry 2:
{"formula": "C4H3N3O2", "method": "ωB97M-V with the def2-TZVPD basis set", "max_force_ev_per_a": 2.7, "multiplicity": 1, "relative_energy_ev": 2.536, "energy_ha": -468.85708, "smiles": "Oc1nnc2ccon12", "lumo_energy_ha": 0.0114, "mol_weight_g_mol": 125.09, "elements": ["O", "C", "N", "N", "C", "C", "C", "O", "N", "H", "H", "H"], "xyz": [[-2.595, -1.066, -0.002], [-1.681, -0.083, -0.017], [-1.951, 1.237, -0.018], [-0.766, 1.907, 0.009], [0.235, 0.998, -0.030], [1.651, 0.772, -0.001], [1.792, -0.567, 0.004], [0.599, -1.242, -0.017], [-0.311, -0.237, -0.019], [-2.105, -1.903, 0.088], [2.486, 1.425, 0.044], [2.647, -1.240, -0.042]]}

=====

Entry 3:
{"formula": "C4H3N3O3", "method": "ωB97M-V with the def2-TZVPD basis set", "max_force_ev_per_a": 13.6, "multiplicity": 1, "relative_energy_ev": 2.661, "energy_ha": -544.15995, "smiles": "N=C1C(=O)NC(=O)NC1=O", "lumo_energy_ha": -0.0481, "mol_weight_g_mol": 141.09, "elements": ["N", "C", "C", "O", "N", "C", "O", "N", "C", "O", "H", "H", "H"], "xyz": [[2.246, 0.781, 0.006], [1.148, 0.154, 0.139], [0.483, -0.118, 1.377], [0.926, 0.117, 2.491], [-0.953, -0.068, 1.271], [-1.649, -0.268, -0.029], [-2.778, -0.778, -0.214], [-0.783, -0.237, -1.235], [0.375, 0.082, -1.316], [1.179, 0.315, -2.303], [2.380, 0.910, -1.102], [-1.299, -0.508, 2.068], [-1.404, -0.077, -2.085]]}

=====

Repeat the second record exactly.
{"formula": "C4H3N3O2", "method": "ωB97M-V with the def2-TZVPD basis set", "max_force_ev_per_a": 2.7, "multiplicity": 1, "relative_energy_ev": 2.536, "energy_ha": -468.85708, "smiles": "Oc1nnc2ccon12", "lumo_energy_ha": 0.0114, "mol_weight_g_mol": 125.09, "elements": ["O", "C", "N", "N", "C", "C", "C", "O", "N", "H", "H", "H"], "xyz": [[-2.595, -1.066, -0.002], [-1.681, -0.083, -0.017], [-1.951, 1.237, -0.018], [-0.766, 1.907, 0.009], [0.235, 0.998, -0.030], [1.651, 0.772, -0.001], [1.792, -0.567, 0.004], [0.599, -1.242, -0.017], [-0.311, -0.237, -0.019], [-2.105, -1.903, 0.088], [2.486, 1.425, 0.044], [2.647, -1.240, -0.042]]}